2 unconnected molecules or ions with the total composition CBrFNO2 in a non-equilibrium geometry. Source: the OMol25 dataset; level of theory: ωB97M-V/def2-TZVPD.

Structure (XYZ):
```
6
Properties=species:S:1:pos:R:3:mulliken_charge:R:1
C 0.535 0.047 -0.606 0.650
N -0.722 -0.218 0.281 0.050
O 1.126 -0.886 -0.026 -0.512
O 0.599 0.773 -1.548 -0.547
F -0.532 0.155 1.565 -0.062
Br -3.389 1.192 0.620 -0.579
```

LUMO energy (alpha / beta) in eV: 2.55 / 1.17
Energy above the lowest of the compared OMol25 structures with the same formula, charge and spin in kJ/mol: 156.2
Molar mass in g mol⁻¹: 156.92
Kohn-Sham gap (alpha / beta) in eV: 7.8 / 5.6
Total charge: -1